[1]
The following is a DFT calculation (ωB97M-V/def2-TZVPD) of the ion C4H8NO2 with charge +1 at a distorted geometry.

```
15
Properties=species:S:1:pos:R:3
C -0.936 1.460 -0.215
C 0.473 0.712 -0.328
C 0.262 -0.626 0.464
C 0.499 -1.967 -0.095
N -1.798 0.341 0.225
O -2.955 0.483 0.226
O 1.476 1.454 0.301
H -0.671 2.077 0.611
H -1.382 2.046 -1.048
H 0.886 0.643 -1.400
H 0.084 -0.569 1.500
H 1.575 -1.870 -0.552
H 0.086 -2.203 -1.030
H 0.362 -2.869 0.585
H 2.040 0.888 0.755
```

As for the LUMO energy (alpha / beta): -6.53 / -6.53 eV. The net charge is +1. As for the HOMO energy (alpha / beta): -0.5349 / -0.5349 Ha.

[2]
The following is a DFT calculation (ωB97M-V/def2-TZVPD) of a structure of composition C15H29AuCl2F6NO8S2Si at a distorted geometry.

```
65
Properties=species:S:1:pos:R:3
Au 1.157 1.077 -1.818
F 1.109 4.329 -4.051
C 0.472 5.182 -3.252
F -0.777 5.297 -3.669
F 1.065 6.358 -3.319
S 0.598 4.480 -1.506
O 0.112 3.105 -1.649
O -0.163 5.284 -0.629
N 2.144 4.580 -1.232
S 3.176 3.462 -1.537
O 4.463 3.923 -1.871
O 2.661 2.386 -2.403
C 3.269 2.573 0.133
F 2.020 2.526 0.626
F 4.045 3.160 1.018
F 3.662 1.301 -0.012
Cl 2.634 -0.140 -3.683
C 1.941 -1.626 -4.448
Cl 2.057 -3.016 -3.388
H 2.534 -1.817 -5.344
H 0.895 -1.427 -4.678
C 2.309 -0.532 2.595
C 1.397 -1.726 2.205
C 2.237 -2.998 2.066
C 0.303 -1.871 3.262
O 0.863 -1.422 0.950
Si -0.476 -0.701 0.368
O -0.141 -0.222 -1.120
O -0.916 0.443 1.427
C -2.071 1.225 1.598
C -1.759 2.325 2.608
C -3.221 0.328 2.061
C -2.460 1.884 0.258
O -1.658 -1.829 0.281
C -1.846 -2.940 -0.557
C -3.120 -2.683 -1.392
C -0.669 -3.130 -1.503
C -2.035 -4.174 0.332
H 2.766 -0.712 3.562
H 1.698 0.366 2.638
H 3.083 -0.415 1.842
H 2.802 -3.196 2.971
H 2.927 -2.902 1.233
H 1.584 -3.847 1.869
H 0.733 -2.167 4.214
H -0.415 -2.622 2.937
H -0.227 -0.929 3.376
H -1.445 1.886 3.553
H -2.639 2.937 2.780
H -0.958 2.960 2.241
H -2.988 -0.090 3.038
H -3.346 -0.495 1.362
H -4.145 0.893 2.124
H -1.615 2.450 -0.127
H -3.302 2.549 0.414
H -2.719 1.113 -0.460
H -2.983 -1.775 -1.973
H -3.978 -2.563 -0.737
H -3.300 -3.517 -2.061
H -0.509 -2.213 -2.064
H -0.846 -3.956 -2.180
H 0.234 -3.312 -0.925
H -2.891 -4.054 0.991
H -1.144 -4.313 0.941
H -2.186 -5.053 -0.286
```

As for the LUMO energy (alpha / beta): -8.86 / -8.88 eV. The net charge is +1. As for the HOMO energy (alpha / beta): -0.4696 / -0.4684 Ha.